# 1
Formula: C19H25FN3O3S
Source: the Open Molecules 2025 dataset
Level of theory: the ωB97M-V functional and the def2-TZVPD basis

highest occupied orbital energy	-11.58	eV
total energy	-1626.2588	Eh
ΔE to the lowest compared entry with this formula, charge and spin	369.9	kcal per mole
net charge	+1

The geometry in XYZ format:
```
52
C19H25FN3O3S the ωB97M-V functional and the def2-TZVPD basis
S 5.105 0.838 -0.498
F -6.022 -1.377 -1.004
O 5.231 1.679 -1.795
O 1.430 1.211 0.285
O 6.094 0.555 0.397
N -0.725 -1.646 1.029
N 4.023 1.957 0.631
N -0.748 1.061 0.289
C -3.505 1.736 0.007
C 0.188 -0.329 2.994
C 1.938 -1.376 -1.929
C -5.232 -0.391 -0.590
C 2.952 -2.616 0.030
C 3.917 -1.614 0.129
C 0.508 -2.802 -0.724
C 1.732 -2.130 -0.980
C 3.960 -0.516 -0.986
C -0.643 -2.052 -0.495
C -3.911 0.898 0.778
C -4.144 1.503 -1.499
C -4.914 -0.037 0.621
C -1.114 2.171 -0.448
C 0.426 -0.866 1.289
C -5.093 0.607 -1.544
C 0.429 0.721 0.594
C -2.426 2.771 -0.187
C 2.997 -0.224 -1.763
H -5.028 -0.942 1.355
H -3.812 2.076 -2.298
H -0.266 3.011 -0.294
H 0.278 -1.247 3.507
H 2.856 -3.346 0.738
H 0.354 -3.513 -1.623
H -0.594 -1.271 -1.072
H -0.891 -2.442 1.806
H -5.492 0.461 -2.833
H -2.806 3.732 -0.537
H 3.003 1.719 0.326
H 1.161 -0.902 -2.569
H -1.051 2.234 -1.491
H 4.019 2.862 0.432
H -2.393 3.119 0.939
H 1.425 -1.099 1.315
H 4.918 -1.601 0.620
H -1.601 -2.610 -0.611
H -0.711 0.068 3.016
H 4.486 1.805 1.513
H 3.048 0.338 -2.481
H 1.017 0.499 3.228
H 0.590 -3.820 0.122
H -1.587 0.288 0.465
H -3.373 0.847 1.799
```

# 2
Formula: C19H25N3O3
Source: the Open Molecules 2025 dataset
Level of theory: the ωB97M-V functional and the def2-TZVPD basis

highest occupied orbital energy	-7.96	eV
total energy	-1128.4723	Eh
ΔE to the lowest compared entry with this formula, charge and spin	400.0	kcal per mole

The geometry in XYZ format:
```
50
C19H25N3O3 the ωB97M-V functional and the def2-TZVPD basis
O 2.260 0.593 5.815
O 2.906 -1.241 4.664
O 2.087 -1.342 0.386
N -0.042 -1.216 0.226
N -1.532 -0.556 -1.560
N -1.326 -0.275 -2.843
C -3.384 0.420 -5.850
C -0.041 -0.956 -3.278
C 1.626 0.828 3.672
C -4.471 0.557 -5.301
C 0.911 -1.427 2.386
C 0.552 -0.283 2.944
C -4.741 0.469 -3.933
C -2.311 0.060 -3.684
C -3.475 0.130 -3.207
C -0.658 -0.608 4.246
C -2.213 0.229 -5.160
C 1.294 2.290 0.477
C 2.309 -0.224 4.726
C 2.037 2.371 1.800
C 0.661 -1.008 -2.245
C -0.306 -0.798 -0.976
C 2.148 1.883 -0.591
C 2.570 1.097 2.518
C 0.953 -1.458 0.818
H 0.023 -1.178 4.815
H 2.827 0.411 1.865
H 2.641 0.902 -0.552
H -3.616 -0.029 -2.102
H 0.977 3.348 0.253
H 0.218 -0.697 -4.290
H -1.400 -1.219 3.813
H -5.847 0.548 -3.394
H 1.895 -1.182 -2.175
H -3.285 0.905 -6.885
H 2.974 2.354 -0.743
H 1.087 1.375 4.216
H -1.035 -1.031 0.903
H 1.588 1.780 -1.310
H -5.366 0.783 -5.944
H 0.502 1.621 0.601
H 3.127 2.874 1.754
H -0.101 0.419 2.429
H 2.614 0.071 6.707
H 1.764 3.128 2.591
H 3.684 1.192 2.981
H 1.755 -1.651 3.002
H -1.278 0.033 -5.567
H 0.111 -2.139 2.438
H -0.853 0.407 4.829
```

# 3
Formula: C19H25N7O9P2W
Source: the Open Molecules 2025 dataset
Level of theory: the ωB97M-V functional and the def2-TZVPD basis

highest occupied orbital energy (spin up / spin down)	-13.60 / -14.87	eV
total energy	-2549.1454	Eh
⟨S²⟩	2.01
ΔE to the lowest compared entry with this formula, charge and spin	25.0	kcal per mole
net charge	+2
2S+1	3

The geometry in XYZ format:
```
63
C19H25N7O9P2W the ωB97M-V functional and the def2-TZVPD basis
W 0.083 0.028 0.447
P 2.191 -1.795 -0.796
P 1.850 -2.135 2.129
O 1.579 -0.670 1.737
O 0.486 -2.936 2.146
O -1.028 -0.418 1.955
O -1.178 -0.971 4.114
O 2.745 -2.393 3.265
O -5.980 0.516 -3.172
O 2.460 -2.708 -2.061
O 0.639 -1.596 -0.628
O 2.994 -0.552 -0.802
N 0.571 1.071 -1.431
N -6.477 -1.450 -2.159
N -1.588 1.173 3.482
N -1.929 2.032 2.424
N 1.052 1.842 0.983
N -1.873 -0.013 -0.519
N 4.142 -2.520 0.883
C -2.499 1.045 -1.067
C 2.683 -2.831 0.613
C -4.362 -0.312 -1.679
C 2.613 4.016 1.666
C -5.702 -0.376 -2.403
C 1.528 2.672 0.021
C 2.136 3.159 2.644
C 1.101 2.522 -3.719
C -1.268 -0.143 3.251
C 1.453 3.029 -2.479
C 2.483 -4.333 0.475
C 0.237 0.581 -2.637
C 1.367 2.074 2.272
C -2.476 -1.214 -0.526
C -3.738 0.931 -1.656
C 2.310 3.768 0.335
C -3.721 -1.398 -1.101
C 1.184 2.270 -1.351
C 0.493 1.278 -3.801
H 0.227 -3.234 3.031
H 0.209 0.848 -4.750
H 0.993 1.375 3.004
H 2.688 -4.837 1.420
H -1.951 -2.042 -0.064
H -4.225 1.782 -2.111
H -1.577 2.958 2.637
H -0.239 -0.389 -2.650
H 1.922 3.997 -2.397
H 1.299 3.099 -4.612
H 3.228 4.866 1.929
H 4.340 -1.556 0.575
H -6.300 -2.093 -1.410
H -2.939 2.094 2.332
H -7.375 -1.489 -2.614
H -1.984 1.995 -1.022
H 2.694 4.410 -0.442
H -4.143 -2.393 -1.102
H 2.359 3.307 3.690
H 2.576 -2.227 -2.891
H 3.127 -4.743 -0.304
H -1.991 1.329 4.397
H 4.762 -3.164 0.390
H 1.451 -4.538 0.201
H 4.292 -2.597 1.906
```

# 4
Formula: C19H26CrF6N2O2S2SbSi2
Source: the Open Molecules 2025 dataset
Level of theory: the ωB97M-V functional and the def2-TZVPD basis

highest occupied orbital energy (spin up / spin down)	-8.92 / -9.29	eV
total energy	-4259.1011	Eh
⟨S²⟩	8.77
2S+1	6

The geometry in XYZ format:
```
61
C19H26CrF6N2O2S2SbSi2 the ωB97M-V functional and the def2-TZVPD basis
Sb 4.636 -1.246 -1.882
Cr 1.459 0.397 -1.137
S -1.639 1.154 -2.280
S 1.325 3.903 -1.387
Si -0.733 0.280 2.231
Si 1.648 -2.047 2.039
F 5.132 -2.086 -0.243
F 2.322 1.995 -0.655
F 5.960 -2.264 -2.842
F 2.001 0.174 -2.823
F 3.300 -2.549 -2.281
F 2.802 -0.571 -0.328
O -1.490 0.450 -3.512
O -2.318 0.534 -1.184
N -0.122 1.687 -1.747
N 0.233 -1.249 -1.141
C -3.731 4.516 -3.163
C -2.543 -0.195 2.225
C -1.588 -3.300 -1.096
C -0.980 -2.936 -2.290
C -0.027 2.988 -1.804
C -3.502 3.154 -3.014
C 3.059 -0.933 2.572
C 0.929 -2.929 3.542
C -1.488 5.043 -2.421
C -2.738 5.446 -2.870
C 2.142 -3.398 0.854
C -1.246 -2.652 0.074
C -2.253 2.776 -2.567
C -0.078 -1.897 -2.273
C -0.297 -1.631 0.039
C -0.115 0.375 3.996
C -0.545 1.992 1.478
C 0.223 -1.031 1.276
C -1.258 3.685 -2.272
H -0.004 -3.445 3.303
H -0.822 2.734 2.231
H -2.318 -4.099 -1.077
H -0.434 -0.484 4.587
H 3.966 -1.227 2.041
H -4.265 2.422 -3.239
H -2.705 -1.147 2.736
H 2.871 0.113 2.326
H 0.422 -1.542 -3.163
H -1.218 2.114 0.628
H 0.753 -2.269 4.389
H 1.648 -3.690 3.859
H -1.679 -2.934 1.023
H 3.238 -1.011 3.646
H 3.020 -3.917 1.246
H 0.477 2.221 1.166
H -3.127 0.565 2.750
H -1.206 -3.437 -3.219
H 0.973 0.445 4.054
H -2.924 -0.275 1.207
H -0.529 1.270 4.467
H -0.719 5.768 -2.192
H 2.401 -3.032 -0.138
H -2.944 6.500 -2.994
H -4.696 4.859 -3.510
H 1.339 -4.133 0.757
```

# 5
Formula: C19H26IN3O9
Source: the Open Molecules 2025 dataset
Level of theory: the ωB97M-V functional and the def2-TZVPD basis

highest occupied orbital energy	-8.74	eV
total energy	-1878.5391	Eh
ΔE to the lowest compared entry with this formula, charge and spin	55.6	kcal per mole

The geometry in XYZ format:
```
58
C19H26IN3O9 the ωB97M-V functional and the def2-TZVPD basis
I 2.402 -3.778 0.595
O 3.734 -1.130 -1.192
O -1.057 2.149 -6.396
O -3.356 -3.069 0.248
O -3.528 1.358 5.932
O -3.076 -2.513 1.479
O -0.825 0.438 -4.928
O -4.047 0.756 3.917
O -1.883 0.601 4.568
O -0.051 2.528 -4.515
N 5.195 -0.717 0.544
N 0.491 1.564 0.394
N -2.289 0.645 -0.419
C 0.963 -2.213 0.254
C -0.661 1.587 -5.247
C -1.198 -0.188 -0.209
C 6.176 -0.163 -0.437
C -3.036 0.877 4.782
C 0.427 2.067 -3.251
C 0.153 0.231 0.201
C 5.603 -2.082 0.955
C -0.410 -2.674 -0.170
C 1.249 -0.786 0.422
C -1.915 1.930 -0.175
C -2.860 -2.190 -0.798
C -1.728 1.254 -7.283
C -3.665 0.248 2.635
C -0.557 2.407 0.208
C -2.551 1.539 6.956
C 3.842 -0.732 -0.052
C 2.655 -0.273 0.864
C -1.425 -1.670 -0.387
H 6.683 -2.013 1.290
H -3.247 -0.754 2.726
H -3.605 -1.364 -0.926
H 1.172 1.281 -3.384
H -0.400 1.713 -2.633
H 5.633 -2.751 0.033
H -2.955 0.919 2.153
H -2.794 -2.834 -1.719
H -2.640 0.869 -6.824
H -0.392 3.503 0.373
H 6.968 0.438 0.106
H 4.966 -2.521 1.762
H -3.006 -3.202 2.165
H 2.733 0.839 0.968
H -2.718 2.713 -0.276
H -1.796 2.262 6.643
H -2.000 1.817 -8.175
H -1.069 0.436 -7.576
H 6.702 -1.021 -0.961
H -3.063 1.931 7.834
H -2.088 0.588 7.219
H 2.835 -0.694 1.902
H -0.679 -3.756 -0.294
H -4.561 0.193 2.018
H 5.648 0.503 -1.172
H 0.900 2.908 -2.747
```

# 6
Formula: C19H26N2O4
Source: the Open Molecules 2025 dataset
Level of theory: the ωB97M-V functional and the def2-TZVPD basis

highest occupied orbital energy	-8.52	eV
total energy	-1149.3723	Eh
ΔE to the lowest compared entry with this formula, charge and spin	482.9	kcal per mole

The geometry in XYZ format:
```
51
C19H26N2O4 the ωB97M-V functional and the def2-TZVPD basis
O -8.074 -0.907 0.408
O 6.976 -1.959 0.537
O 1.157 -1.647 -1.046
O -3.968 -0.287 0.678
N -4.483 1.332 -0.404
N 1.722 0.040 0.462
C 0.787 -0.535 -0.301
C 5.410 0.383 0.014
C 1.570 1.478 1.211
C -0.577 0.301 -0.430
C -1.651 -0.448 0.120
C -6.849 -0.919 -0.038
C -4.941 0.455 0.238
C -2.067 1.823 -1.437
C 3.236 -0.259 0.328
C 5.919 -2.170 -0.040
C 2.377 2.294 0.636
C -8.838 -2.131 0.013
C -3.071 1.193 -0.785
C 3.897 2.039 0.676
C -6.282 0.217 0.426
C 4.014 0.714 -0.254
C 5.837 -0.814 -0.969
C -2.782 -0.168 -0.009
C -0.716 1.199 -1.231
H -6.290 -1.668 0.210
H -2.301 2.738 -2.010
H -9.068 -2.041 -1.118
H 6.233 -2.895 -0.927
H 2.071 2.722 -0.341
H -6.781 1.150 0.263
H 3.627 0.990 -0.961
H -1.380 -1.452 0.672
H -9.743 -2.125 0.333
H 3.139 -1.220 -0.104
H 0.498 1.550 0.968
H -8.357 -3.007 0.188
H -6.741 -0.990 -1.074
H -6.233 0.275 1.654
H 7.899 -1.885 0.346
H 5.836 0.168 0.834
H 4.366 2.929 0.338
H 0.026 1.555 -1.717
H 6.096 1.114 -0.598
H 1.798 1.073 2.480
H 4.987 -1.104 -1.666
H 3.323 -0.654 1.450
H 4.274 1.743 1.842
H 5.072 -2.628 0.324
H 2.224 3.235 1.292
H 6.819 -0.798 -1.483
```

# 7
Formula: C19H26N2S3SiW
Source: the Open Molecules 2025 dataset
Level of theory: the ωB97M-V functional and the def2-TZVPD basis

highest occupied orbital energy (spin up / spin down)	-8.54 / -8.52	eV
total energy	-2400.2349	Eh
ΔE to the lowest compared entry with this formula, charge and spin	7.7	kcal per mole

The geometry in XYZ format:
```
52
C19H26N2S3SiW the ωB97M-V functional and the def2-TZVPD basis
W 0.902 -1.149 -0.616
S 3.134 -1.116 -0.647
S 0.951 -0.378 -2.770
S 0.571 -3.232 0.318
Si 0.606 0.846 1.043
N 3.232 0.486 -5.582
N 6.143 -0.433 -2.713
C -1.483 -3.492 -1.508
C -2.112 1.787 1.678
C -2.811 -3.669 -1.876
C 0.342 2.922 -0.940
C -3.417 -3.934 0.433
C -3.779 -3.888 -0.908
C -1.483 -0.532 2.307
C 2.672 -0.274 -3.184
C 3.607 -0.580 -2.275
C -2.097 -3.741 0.812
C -1.796 0.058 -0.101
C -1.288 0.568 1.259
C 5.008 -0.501 -2.540
C 2.616 2.483 -0.047
C -1.126 -3.511 -0.158
C 2.998 0.155 -4.506
C 1.127 2.537 0.319
C 1.508 0.578 2.668
C 0.917 3.610 1.397
H -1.816 -3.767 1.857
H -4.166 -4.119 1.191
H -4.812 -4.033 -1.195
H -2.847 -0.250 -0.034
H 2.787 1.829 -0.904
H -0.866 -1.408 2.095
H -2.530 -0.856 2.323
H 3.237 2.129 0.780
H 2.575 0.782 2.556
H 0.726 3.871 -1.330
H -2.059 2.593 0.947
H 1.115 1.242 3.442
H 2.964 3.485 -0.321
H -1.224 -0.175 3.306
H -3.080 -3.645 -2.924
H 1.524 3.414 2.283
H -1.776 2.177 2.641
H -0.129 3.683 1.705
H 1.216 4.587 1.003
H -1.715 0.800 -0.897
H 1.398 -0.450 3.016
H -3.166 1.505 1.784
H 0.451 2.175 -1.729
H -0.720 3.061 -0.740
H -1.309 -0.876 -0.455
H -0.720 -3.352 -2.264
```

# 8
Formula: C19H26N4O2
Source: the Open Molecules 2025 dataset
Level of theory: the ωB97M-V functional and the def2-TZVPD basis

highest occupied orbital energy	-8.01	eV
total energy	-1109.1767	Eh
ΔE to the lowest compared entry with this formula, charge and spin	18.4	kcal per mole

The geometry in XYZ format:
```
51
C19H26N4O2 the ωB97M-V functional and the def2-TZVPD basis
O -2.357 0.437 0.362
O -3.552 3.916 -2.082
N -1.549 1.709 2.059
N 0.415 0.238 1.896
N -2.633 1.852 -2.072
N -0.411 0.764 3.889
C 0.670 -0.033 4.060
C 3.704 -3.141 3.044
C -1.310 -0.391 -3.716
C 4.500 -1.544 1.460
C -2.425 1.432 1.058
C -4.288 2.355 -0.402
C -3.486 2.506 0.893
C -1.852 0.945 -4.222
C 5.899 -3.586 1.917
C 3.375 -0.768 1.670
C -0.551 0.891 2.592
C 2.390 -1.178 2.566
C 0.575 0.156 0.469
C 2.578 -2.375 3.258
C 4.681 -2.742 2.137
C 1.210 -0.373 2.844
C -3.463 2.802 -1.607
C -1.408 -1.473 -4.785
C -1.735 2.060 -3.183
H -1.870 -0.710 -2.835
H 1.824 -2.699 3.960
H -0.265 -0.267 -3.420
H -0.393 -0.018 0.002
H 1.241 -0.673 0.234
H 6.535 -3.161 1.145
H 3.832 -4.068 3.586
H -1.296 1.243 -5.113
H 5.254 -1.206 0.762
H -2.562 0.983 -1.560
H -0.839 -1.190 -5.668
H -5.172 2.990 -0.352
H -4.162 2.430 1.750
H -2.901 0.833 -4.504
H -2.444 -1.624 -5.080
H 1.012 -0.295 5.040
H -0.700 2.117 -2.820
H -1.806 2.443 2.707
H 3.279 0.177 1.156
H 6.475 -3.663 2.839
H 5.613 -4.594 1.620
H -2.004 3.024 -3.621
H -1.016 -2.417 -4.412
H 0.998 1.084 0.077
H -4.596 1.315 -0.522
H -3.014 3.490 0.923
```